Entry 1:
Computed, not measured: a structure of composition C13H8Cl5F3N2PbS4Sb, with ωB97M-V with the def2-TZVPD basis set.

```
37
Properties=species:S:1:pos:R:3:forces:R:3:nbo_charge:R:1
Pb -12.225739 2.620469 7.234549 -0.794 -0.699 -0.456 0.99
Cl -13.723693 4.744626 5.030792 -0.316 0.030 0.411 0.00
C -14.815517 4.510190 6.412333 0.413 0.044 -0.807 -0.06
C -14.454082 3.539582 7.319753 -0.495 -0.294 0.621 -0.31
C -15.338568 3.318833 8.365599 -0.103 -0.604 -0.141 -0.09
Cl -15.139709 1.908578 9.383814 0.179 0.500 -0.034 0.03
C -16.489515 4.102390 8.529817 0.426 -1.282 1.517 -0.01
Cl -17.526902 4.023603 9.907513 0.339 -0.728 0.303 0.04
C -16.814856 5.025010 7.612397 0.258 1.844 -2.393 -0.12
Cl -18.204031 5.983272 7.817424 -0.504 0.522 -0.250 0.07
C -15.988132 5.256291 6.485249 0.542 -0.733 1.010 -0.11
Cl -16.281510 6.471040 5.346864 -0.469 0.452 -0.353 0.08
S -7.924997 1.196286 10.676366 0.017 -0.058 0.156 -0.67
Sb -9.119849 1.816604 8.932721 -0.807 -0.057 0.051 0.93
S -11.485121 1.409632 9.420475 0.934 0.122 -0.150 -0.71
S -10.243014 2.323881 5.253901 -0.257 -0.338 -0.202 -0.33
C -8.234008 7.237283 8.534882 0.869 2.028 0.147 -0.67
C -8.001427 6.148647 7.651657 -1.523 -1.096 -3.262 0.32
C -6.898458 5.416056 7.652537 2.239 -0.119 2.052 -0.33
C -6.848217 4.247620 6.939826 0.905 -2.540 -0.150 0.36
N -7.790344 3.932950 6.088888 -0.421 -0.575 -0.923 -0.46
C -8.851867 4.723062 5.929317 1.814 -0.816 0.628 0.28
S -10.137371 4.313054 4.915772 -0.936 -0.038 -0.962 0.23
N -8.947738 5.810108 6.669326 -0.940 2.363 2.670 -0.52
C -5.734305 3.185417 7.195718 -0.032 1.405 -2.191 -0.66
H -7.272416 7.839615 8.499374 -1.364 -0.307 0.378 0.26
H -8.368060 6.822201 9.517605 -0.275 0.230 0.622 0.27
H -9.084978 7.811041 8.179411 -0.029 0.330 0.475 0.24
H -6.132365 5.605845 8.416353 -0.282 0.056 -0.441 0.24
H -9.893950 6.244177 6.817071 1.044 -0.515 -0.566 0.46
H -5.998938 2.217216 6.686194 0.399 1.160 0.511 0.26
H -5.527973 3.055848 8.235736 -0.172 -0.137 0.775 0.24
H -4.789685 3.670470 6.765762 -1.077 -0.998 0.329 0.24
F -10.523530 4.741902 8.872923 0.327 0.269 -0.313 -0.39
C -11.684502 4.662585 8.152243 -1.042 0.728 1.425 0.63
F -11.799761 5.873934 7.494710 0.396 -0.370 0.133 -0.38
F -12.665592 4.729604 9.141769 0.739 0.220 -0.623 -0.37
```
Forces are in eV/Å.

Values from the calculation:
Relative energy (zero: lowest compared OMol25 entry of this formula, charge and spin): 29.7 kcal/mol
Multiplicity: 2
E_HOMO (spin up / spin down): -7.18 / -8.32 eV
Orbital gap (spin up / spin down): 5.88 / 6.35 eV
Total charge: 0
E_LUMO (spin up / spin down): -0.0478 / -0.0723 Eh



Entry 2:
Computed, not measured: a structure of composition C13H8N3O5PS, with ωB97M-V with the def2-TZVPD basis set.

```
31
Properties=species:S:1:pos:R:3:forces:R:3:nbo_charge:R:1
N 4.476792 3.229271 -0.300214 1.396 -0.420 0.410 -0.40
C 3.478299 3.700701 -0.582235 -1.049 0.341 -0.279 0.54
O 2.326017 4.170528 -0.930650 -0.488 -0.217 0.017 -0.46
C 1.437023 3.112162 -1.276323 0.189 0.227 -0.484 0.27
C 1.468932 2.596466 -2.526389 -0.126 0.105 0.653 -0.22
C 0.594048 1.526374 -2.860371 0.267 -0.414 -0.589 -0.38
P 0.649352 0.804498 -4.550339 -0.711 0.179 -0.373 1.35
O 1.729473 -0.388960 -4.222114 0.441 0.147 0.172 -0.99
O 1.600251 1.885954 -5.350244 0.208 -0.413 0.229 -0.99
C -0.287053 0.997801 -1.971967 -0.117 0.111 0.238 -0.16
C -0.335584 1.558171 -0.669613 -0.238 -0.353 0.126 0.07
N -1.118688 1.194027 0.353862 -0.280 -0.265 -0.141 -0.59
S -0.771624 2.141286 1.585373 0.302 0.171 -0.261 1.02
N 0.379489 3.065478 0.929827 -0.337 -0.252 0.443 -0.62
C 0.520584 2.617937 -0.316285 0.720 0.890 0.073 0.10
H 2.163381 2.986526 -3.250612 0.081 0.102 -0.114 0.24
H 2.037572 -0.815478 -5.029705 -0.183 -0.214 -0.013 0.50
H 2.525449 1.696630 -5.126087 0.016 0.325 -0.069 0.49
H -0.944134 0.176960 -2.216714 -0.071 -0.067 -0.120 0.23
C -1.253540 -2.012132 4.031786 0.032 -0.030 0.013 -0.23
C -1.029753 -3.282899 4.354280 0.003 0.056 0.005 -0.23
C -1.586753 -4.393546 3.540872 0.002 -0.030 0.003 0.48
O -1.384875 -5.551103 3.834868 0.002 -0.001 0.002 -0.48
C -2.401207 -4.030437 2.353483 -0.018 0.041 -0.028 -0.23
C -2.625058 -2.759457 2.031623 -0.020 -0.054 -0.005 -0.22
C -2.068621 -1.650210 2.845134 0.013 0.002 -0.006 0.48
O -2.271452 -0.492921 2.548034 -0.039 0.034 0.094 -0.50
H -0.857592 -1.187505 4.610905 -0.014 0.022 -0.020 0.23
H -0.438462 -3.568717 5.214740 -0.006 -0.037 -0.007 0.23
H -2.796511 -4.854869 1.773993 0.017 -0.026 0.023 0.23
H -3.215755 -2.472536 1.171078 0.010 0.043 0.007 0.23
```
Forces are in eV/Å.

Values from the calculation:
Multiplicity: 1
E_HOMO: -9.29 eV
Orbital gap: 7.67 eV
Total charge: 0
E_LUMO: -0.0594 Eh



Entry 3:
Computed, not measured: a structure of composition C13H9BBrCl4F4NO5STl, with ωB97M-V with the def2-TZVPD basis set.

```
40
Properties=species:S:1:pos:R:3:forces:R:3:nbo_charge:R:1
Tl -0.766060 0.068167 0.133047 0.437 0.056 -0.085 0.85
C 4.988679 1.326541 -0.603055 -0.115 0.045 0.026 -0.63
C 4.032274 0.717021 0.381124 -0.029 -0.023 -0.056 -0.05
C 4.301262 0.605764 1.735014 0.007 0.068 -0.050 -0.15
C 3.381077 0.015214 2.584464 -0.110 0.006 0.181 -0.27
C 2.194361 -0.424790 2.032653 0.518 0.020 -0.683 0.17
Br 0.975602 -1.407390 3.083105 -0.276 -0.009 0.202 0.06
N 1.904848 -0.300140 0.748973 -0.256 -0.116 0.404 -0.49
C 2.797761 0.253116 -0.061576 0.070 0.108 0.130 0.09
H 5.969009 1.501243 -0.160537 0.001 -0.012 0.015 0.20
H 4.593847 2.281332 -0.956052 0.056 0.006 -0.020 0.23
H 5.102949 0.672623 -1.468184 0.048 0.035 -0.020 0.22
H 5.232297 0.988318 2.137099 0.029 -0.035 -0.010 0.20
H 3.569387 -0.097277 3.641987 0.015 0.004 0.001 0.22
H 2.505787 0.319418 -1.102538 -0.002 0.024 0.026 0.24
Cl -5.539111 -5.079047 -1.256795 -0.022 0.001 -0.067 0.08
C -4.916651 -3.494144 -1.091220 0.375 -0.157 0.626 -0.05
C -5.243061 -2.507771 -2.114583 0.147 0.723 -0.212 -0.06
Cl -6.254430 -2.975886 -3.410775 -0.003 -0.080 -0.007 0.09
C -4.754804 -1.247254 -2.054382 -0.564 -0.350 -0.546 -0.14
Cl -5.102738 -0.086722 -3.260305 0.072 0.033 0.072 0.09
C -3.952128 -0.798026 -0.920023 0.402 0.513 0.056 0.42
O -3.481220 0.312002 -0.835167 -0.437 -0.251 -0.013 -0.42
C -3.655860 -1.813387 0.173976 0.528 0.113 0.324 0.42
O -2.990789 -1.481087 1.126379 -0.460 -0.122 -0.127 -0.42
C -4.135159 -3.178950 -0.033093 -0.481 -0.660 -0.137 -0.14
Cl -3.741206 -4.324640 1.171937 0.062 0.089 0.002 0.09
C -0.582671 4.291875 1.718566 0.279 -0.427 -0.225 -0.89
S 0.382857 2.817095 1.350201 -0.084 0.917 0.428 2.40
O -0.204197 1.786895 2.209337 -0.080 -0.362 -0.049 -1.04
O 1.753071 3.152025 1.677494 0.123 -0.039 -0.048 -1.01
O 0.148186 2.550034 -0.074197 -0.006 -0.166 -0.077 -1.04
H -0.570090 4.432645 2.796187 0.006 0.049 -0.001 0.22
H -1.592419 4.115991 1.355735 -0.038 0.080 0.038 0.22
H -0.115653 5.127042 1.203002 -0.066 0.064 0.006 0.22
F 0.687569 -2.034490 -3.720126 -0.069 0.018 0.021 -0.57
B 0.766612 -1.640240 -2.388251 -0.003 0.049 0.066 1.35
F 1.993167 -2.011777 -1.828908 -0.060 -0.032 -0.086 -0.57
F -0.299170 -2.211720 -1.635115 -0.056 -0.090 -0.060 -0.58
F 0.616814 -0.219622 -2.285395 0.044 -0.092 -0.044 -0.58
```
Forces are in eV/Å.

Values from the calculation:
Relative energy (zero: lowest compared OMol25 entry of this formula, charge and spin): 17.1 kcal/mol
Multiplicity: 1
E_HOMO: -6.05 eV
Orbital gap: 5.58 eV
Total charge: -1
E_LUMO: -0.0172 Eh



Entry 4:
Computed, not measured: a structure of composition C13H9BF2N4O2SZn, with ωB97M-V with the def2-TZVPD basis set.

```
33
Properties=species:S:1:pos:R:3:forces:R:3:nbo_charge:R:1
Zn -0.468882 0.816473 0.000048 -6.694 2.847 0.000 1.64
O 3.008618 0.305973 -1.435952 -0.052 -0.119 0.397 -0.64
C 1.821218 0.381673 -1.122552 1.383 0.208 -2.869 0.65
N 1.254718 0.816473 0.000148 5.963 -1.000 0.048 -0.87
C 1.821418 0.379473 1.121948 1.387 0.200 2.759 0.64
O 3.008818 0.300873 1.434348 -0.036 -0.124 -0.386 -0.63
C 0.788618 -0.022527 2.116548 2.115 0.005 1.674 0.03
C 1.161718 -0.475527 3.376948 -0.557 0.129 -0.501 -0.18
C 0.160018 -0.856427 4.264548 1.067 -0.322 0.788 -0.31
C -1.169282 -0.773327 3.861648 -0.705 0.529 -1.591 -0.28
C -1.443182 -0.309727 2.582448 -1.393 -0.602 1.652 0.02
N -0.500082 0.068373 1.700548 0.950 -2.758 2.106 -0.69
C 0.788518 -0.021327 -2.116652 2.103 0.090 -1.603 0.03
C 1.161518 -0.473927 -3.377252 -0.618 0.095 0.411 -0.18
C 0.159918 -0.855727 -4.264552 1.175 -0.291 -0.728 -0.30
C -1.169282 -0.773827 -3.861252 -0.788 0.517 1.579 -0.29
C -1.443182 -0.310627 -2.581852 -1.299 -0.597 -1.625 0.04
N -0.500182 0.068373 -1.700252 0.629 -2.765 -2.209 -0.69
H 2.211118 -0.528227 3.643548 -0.091 0.105 -0.195 0.23
H 0.418818 -1.215527 5.254748 -0.019 0.014 0.002 0.18
H -1.974282 -1.063727 4.525348 -0.088 0.070 -0.098 0.19
H -2.461882 -0.227727 2.218348 0.014 0.051 -0.094 0.21
H 2.210918 -0.525627 -3.644152 -0.092 0.106 0.191 0.23
H 0.418718 -1.214527 -5.254852 -0.017 0.014 -0.003 0.18
H -1.974282 -1.064927 -4.524652 -0.089 0.068 0.100 0.19
H -2.461982 -0.229527 -2.217552 -0.005 0.055 0.108 0.21
S -0.468882 5.575673 0.000048 -0.034 -2.466 0.000 -0.51
C -0.468882 3.815273 0.000048 0.004 2.381 0.000 0.26
N -0.468882 2.655273 0.000048 -0.176 4.331 -0.002 -0.69
F 0.767918 -1.926527 -0.186652 -3.188 1.214 0.780 -0.55
B -0.468882 -1.204527 0.000048 -1.236 -2.629 0.016 1.11
F -1.705682 -1.926527 0.186748 3.154 0.967 -0.698 -0.56
H -2.014882 0.816473 0.000048 -2.765 -0.323 -0.012 -0.67
```
Forces are in eV/Å.

Values from the calculation:
Multiplicity: 1
E_HOMO (spin up / spin down): 0.14 / 0.13 eV
Orbital gap (spin up / spin down): 4.86 / 4.87 eV
Total charge: -2
E_LUMO (spin up / spin down): 0.1837 / 0.1837 Eh



Number 1: DFT total energy -5236.060300 Eh. Number 2: DFT total energy -1780.162625 Eh. Number 3: DFT total energy -6341.867504 Eh. Number 4: DFT total energy -3272.341481 Eh.